(1)
Here is the molecule C8H14N2 from the Open Molecules 2025 dataset. Energies are from ωB97M-V/def2-TZVPD.

CARTESIAN COORDINATES (ANGSTROEM)
H (0.9198, -1.6320, -1.7371)
N (-0.0902, -1.5176, -1.6567)
C (-0.5040, -1.3083, -0.4791)
C (-1.9846, -1.2797, -0.2379)
C (0.3830, -1.1774, 0.7183)
C (1.2721, -2.3555, 1.0136)
N (0.2913, -0.2522, 1.6088)
C (-0.2127, 0.9541, 1.2298)
C (0.1213, 1.5841, 0.0748)
C (1.4094, 1.3720, -0.6619)
C (-0.6656, 2.7846, -0.3789)
H (-2.3247, -2.2883, 0.0056)
H (-2.4932, -0.9572, -1.1449)
H (-2.2593, -0.6085, 0.5692)
H (0.6790, -3.2501, 1.1635)
H (1.9502, -2.5355, 0.1803)
H (1.8534, -2.1689, 1.9107)
H (-0.9531, 1.3645, 1.9116)
H (1.2111, 0.9491, -1.6474)
H (1.9114, 2.3264, -0.8255)
H (2.0836, 0.7175, -0.1184)
H (-1.4821, 3.0163, 0.3112)
H (-1.0854, 2.5914, -1.3658)
H (-0.0308, 3.6712, -0.4438)

Properties
HOMO level: -8.10 eV
Kohn-Sham gap: 0.324 Ha
SMILES: [H]/N=C(C)\C(C)=N/C=C(C)C

Atomic partial charges in e from the natural (NBO) method, atoms 1 to 6:
1. H 0.33
2. N -0.62
3. C 0.25
4. C -0.67
5. C 0.26
6. C -0.66

(2)
Here is a structure of composition C8H14N2 from the Open Molecules 2025 dataset. Energies are from ωB97M-V/def2-TZVPD.

CARTESIAN COORDINATES (ANGSTROEM)
C (-0.2813, 1.0251, 1.8700)
C (2.0228, 1.2711, -1.0521)
C (-1.6676, -1.4015, 0.6882)
C (-0.6630, -1.0392, -1.5891)
C (0.3423, 0.3592, 0.6581)
C (0.6628, 1.3502, -0.4341)
C (-0.4252, -1.0182, -0.0913)
C (0.8684, -1.5704, 0.3728)
N (1.4015, -0.5806, 0.9956)
N (-0.1477, 2.2243, -0.8638)
H (-1.0611, 2.2090, -0.4126)
H (1.3248, -2.5374, 0.2013)
H (0.2633, 1.9361, 2.1236)
H (-1.3218, 1.2915, 1.6747)
H (-0.2567, 0.3475, 2.7249)
H (2.7765, 1.4580, -0.2845)
H (2.1028, 2.0171, -1.8392)
H (2.2125, 0.2744, -1.4490)
H (-2.4517, -0.6587, 0.5502)
H (-2.0462, -2.3551, 0.3203)
H (-1.4582, -1.4924, 1.7509)
H (0.2669, -0.9307, -2.1456)
H (-1.3126, -0.2122, -1.8811)
H (-1.1514, -1.9672, -1.8882)

Properties
HOMO level: -9.31 eV
Kohn-Sham gap: 0.372 Ha

Atomic partial charges in e from the natural (NBO) method, atoms 1 to 6:
1. C -0.63
2. C -0.67
3. C -0.61
4. C -0.63
5. C 0.05
6. C 0.32

Each structure's energy above the most stable one, in kJ/mol: (1) 0.0; (2) 19.1.

(1)
Here is the molecule C4H12N2O from the Open Molecules 2025 dataset. Energies are from ωB97M-V/def2-TZVPD.

CARTESIAN COORDINATES (ANGSTROEM)
C (2.1696, 0.0702, -0.0111)
C (0.5892, 0.1005, 0.3517)
C (0.3494, -0.8677, 1.5047)
C (0.0199, -0.3208, -0.9831)
N (-1.5292, 0.0001, -1.0082)
N (-1.8398, 1.3352, -1.3024)
O (-2.3848, -0.5484, 0.0203)
H (2.6529, 0.7410, 0.7057)
H (2.5825, -0.9327, 0.1254)
H (2.4304, 0.4425, -1.0045)
H (0.3296, 1.1288, 0.6125)
H (0.4519, -1.9090, 1.1808)
H (-0.6439, -0.7407, 1.9385)
H (1.0784, -0.7088, 2.3068)
H (0.4190, 0.2527, -1.8246)
H (0.1269, -1.3952, -1.1518)
H (-1.8416, 1.9582, -0.4978)
H (-2.7507, 1.3942, -1.7623)
H (-2.2095, 0.0000, 0.7993)

Properties
HOMO level: -8.47 eV
Kohn-Sham gap: 0.346 Ha
SMILES: CC(C)CN(N)O

Atomic partial charges in e from the natural (NBO) method, atoms 1 to 6:
1. C -0.61
2. C -0.24
3. C -0.61
4. C -0.22
5. N -0.05
6. N -0.67

(2)
Here is the molecule C4H12N2O from the Open Molecules 2025 dataset. Energies are from ωB97M-V/def2-TZVPD.

CARTESIAN COORDINATES (ANGSTROEM)
N (1.3702, 1.3366, -2.5032)
C (0.7269, 1.5457, -1.2221)
N (-0.3514, 0.5793, -0.9100)
C (-0.7483, 0.6984, 0.5117)
C (-1.4449, -0.5657, 0.9873)
C (-0.5215, -1.7892, 1.1398)
O (0.6761, -1.5272, 1.8818)
H (2.1309, 0.6803, -2.3791)
H (0.7521, 1.0451, -3.2364)
H (0.2903, 2.5446, -1.2331)
H (1.4959, 1.3552, -0.4627)
H (0.1201, -0.3262, -0.9103)
H (-1.3521, 1.5940, 0.6449)
H (0.1665, 0.7273, 1.1259)
H (-2.2785, -0.8074, 0.3139)
H (-1.9612, -0.3838, 1.9376)
H (-0.1822, -2.0253, 0.1365)
H (-1.0718, -2.6118, 1.5802)
H (0.5025, -1.8875, 2.7617)

Properties
HOMO level: -9.10 eV
Kohn-Sham gap: 0.364 Ha
SMILES: NCNCCCO

Atomic partial charges in e from the natural (NBO) method, atoms 1 to 6:
1. N -0.84
2. C -0.05
3. N -0.63
4. C -0.24
5. C -0.43
6. C -0.07

(3)
Here is a structure of composition C4H12N2O from the Open Molecules 2025 dataset. Energies are from ωB97M-V/def2-TZVPD.

CARTESIAN COORDINATES (ANGSTROEM)
C (0.0783, -2.5077, 0.1180)
N (-0.5189, -1.2961, -0.4216)
C (0.4829, -0.7524, -1.8851)
O (0.5701, -1.7156, -2.6673)
H (0.2114, -3.2042, -0.7109)
H (-0.5155, -2.9439, 0.9208)
H (1.0691, -2.2730, 0.5130)
H (-1.3904, -1.4962, -0.8975)
H (1.3810, -0.4392, -1.3121)
H (-0.1678, 0.1042, -2.1535)
C (0.3923, 1.9740, 1.0838)
C (0.1893, 3.0354, 0.3249)
N (-0.6286, 1.1250, 1.5510)
H (1.3829, 1.6663, 1.3892)
H (1.0173, 3.6014, -0.0753)
H (-0.8236, 3.3311, 0.0778)
H (-1.5513, 1.5004, 1.3783)
H (-0.6475, -0.5414, 0.2549)
H (-0.5310, 0.8318, 2.5118)

Properties
HOMO level: -7.98 eV
Kohn-Sham gap: 0.317 Ha

Atomic partial charges in e from the natural (NBO) method, atoms 1 to 6:
1. C -0.43
2. N -0.69
3. C 0.23
4. O -0.74
5. H 0.24
6. H 0.19

Each structure's energy above the most stable one, in kJ/mol: (1) 215.3; (2) 0.0; (3) 115.1.